(1)
# C30H28InN2Si

A molecular structure, C30H28InN2Si in a non-equilibrium geometry (ωB97M-V/def2-TZVPD, the OMol25 dataset).

Last column: natural (NBO) charge in e.
Cartesian coordinates (Å):
C  1.07  2.28  0.82  -0.24
C  0.25  3.23  0.14  -0.08
C  -1.03  3.21  0.75  -0.36
H  0.55  3.85  -0.70  0.23
C  -1.00  2.27  1.82  -0.14
C  0.30  1.68  1.85  -0.32
H  0.65  0.94  2.57  0.21
H  2.11  2.04  0.57  0.23
H  -1.88  3.82  0.45  0.23
H  -1.83  2.04  2.50  0.20
In  -1.42  -1.38  0.80  1.07
C  -1.50  -1.51  -2.09  -1.01
H  -2.53  -1.45  -1.71  0.23
H  -0.91  -2.30  -1.61  0.20
H  -1.56  -1.75  -3.16  0.24
Si  -0.63  0.36  -2.12  1.15
C  1.00  0.01  -2.98  -0.49
C  1.88  1.09  -3.12  -0.18
H  1.52  2.12  -3.02  0.22
C  3.25  0.87  -3.31  -0.21
H  3.93  1.73  -3.32  0.22
C  3.71  -0.44  -3.50  -0.21
H  4.78  -0.61  -3.63  0.22
C  2.81  -1.51  -3.53  -0.23
H  3.15  -2.52  -3.78  0.22
C  1.46  -1.29  -3.23  -0.16
H  0.77  -2.13  -3.18  0.20
C  -1.77  1.44  -3.07  -0.40
C  -1.23  2.07  -4.20  -0.23
H  -0.37  1.63  -4.70  0.22
C  -1.78  3.27  -4.64  -0.20
H  -1.32  3.78  -5.49  0.22
C  -2.89  3.82  -3.99  -0.22
H  -3.29  4.78  -4.31  0.22
C  -3.45  3.15  -2.89  -0.19
H  -4.34  3.56  -2.39  0.21
C  -2.87  1.98  -2.40  -0.24
H  -3.25  1.48  -1.50  0.21
H  -1.06  0.25  -0.54  -0.20
H  -0.01  1.63  -1.62  -0.07
C  2.76  -2.87  1.11  -0.23
C  1.56  -2.42  0.59  0.10
N  0.48  -2.31  1.39  -0.60
C  0.53  -2.61  2.71  0.24
C  1.74  -3.09  3.29  -0.08
C  2.84  -3.26  2.44  -0.08
C  1.77  -3.23  4.72  -0.16
C  0.75  -2.74  5.51  -0.17
C  -0.39  -2.09  4.95  -0.07
C  -1.32  -1.31  5.67  -0.08
C  -2.31  -0.59  5.00  -0.24
C  -2.45  -0.73  3.63  0.09
N  -1.57  -1.49  2.94  -0.59
C  -0.54  -2.14  3.54  0.16
H  3.63  -2.91  0.46  0.25
H  1.43  -2.14  -0.46  0.24
H  3.77  -3.65  2.86  0.24
H  2.65  -3.69  5.18  0.24
H  0.82  -2.80  6.60  0.24
H  -1.21  -1.23  6.75  0.24
H  -2.98  0.08  5.52  0.25
H  -3.25  -0.26  3.05  0.23

Results
largest force on an atom: 2.79 eV/A
total charge: +1
electronic energy: -47585.0675 eV
gap between HOMO and LUMO (alpha / beta): 5.5 / 5.4 eV



(2)
# C30H28N3O2

A gas-phase ion, C30H28N3O2 (charge +1) in a non-equilibrium geometry (ωB97M-V/def2-TZVPD, the OMol25 dataset).

Last column: natural (NBO) charge in e.
Cartesian coordinates (Å):
C  6.51  -2.54  3.31  -0.26
O  5.29  -3.07  3.90  -0.49
C  4.15  -2.34  3.84  0.34
C  2.95  -3.02  4.18  -0.26
C  1.72  -2.42  3.97  -0.16
C  1.63  -1.09  3.48  -0.15
C  0.29  -0.44  3.27  0.05
C  -0.69  -1.14  2.60  -0.27
C  -2.14  -0.70  2.56  -0.08
C  -3.19  -1.77  2.90  -0.07
C  -4.45  -1.26  3.18  -0.16
C  -5.53  -2.13  3.35  -0.20
C  -5.30  -3.52  3.38  -0.21
C  -4.00  -4.01  3.26  -0.19
C  -2.92  -3.13  3.06  -0.20
N  -2.70  -0.10  1.30  -0.11
N  -2.14  -0.65  0.28  0.09
N  -2.59  -0.08  -0.81  -0.11
C  -1.97  -0.46  -2.07  -0.42
C  -3.43  0.98  -0.47  0.09
C  -3.99  1.99  -1.28  -0.20
C  -4.68  3.02  -0.62  -0.18
C  -4.78  3.00  0.78  -0.18
C  -4.25  1.95  1.56  -0.22
C  -3.55  0.96  0.90  0.16
C  0.22  1.04  3.45  -0.07
C  0.98  1.75  4.41  -0.17
C  0.82  3.12  4.58  -0.26
C  -0.05  3.86  3.75  0.35
O  -0.27  5.17  4.05  -0.49
C  -1.15  5.95  3.19  -0.25
C  -0.68  3.21  2.67  -0.35
C  -0.55  1.82  2.57  -0.12
C  2.84  -0.43  3.15  -0.10
C  4.09  -1.00  3.39  -0.33
H  7.24  -3.34  3.47  0.21
H  6.38  -2.36  2.23  0.19
H  6.84  -1.61  3.82  0.18
H  3.01  -4.03  4.60  0.24
H  0.80  -2.94  4.22  0.22
H  -0.46  -2.18  2.28  0.23
H  -2.30  0.25  3.11  0.24
H  -4.61  -0.16  3.13  0.18
H  -6.54  -1.70  3.44  0.22
H  -6.15  -4.18  3.63  0.23
H  -3.81  -5.09  3.32  0.23
H  -1.91  -3.53  2.86  0.22
H  -2.35  0.18  -2.86  0.23
H  -0.88  -0.39  -1.95  0.24
H  -2.17  -1.54  -2.23  0.25
H  -3.89  1.97  -2.36  0.24
H  -5.16  3.86  -1.15  0.25
H  -5.30  3.82  1.29  0.24
H  -4.36  1.87  2.64  0.25
H  1.66  1.23  5.07  0.23
H  1.35  3.67  5.35  0.24
H  -1.01  6.97  3.51  0.22
H  -0.86  5.83  2.13  0.18
H  -2.20  5.63  3.33  0.18
H  -1.26  3.74  1.91  0.22
H  -1.06  1.33  1.75  0.17
H  2.80  0.55  2.69  0.21
H  5.01  -0.45  3.21  0.23

Results
SMILES: COc1ccc(C(=C[C@H](c2ccccc2)[n+]2nn(C)c3ccccc32)c2ccc(OC)cc2)cc1
largest force on an atom: 2.22 eV/A
total charge: +1
electronic energy: -40120.9043 eV
gap between HOMO and LUMO: 6.5 eV



> electronic energy of number 2 (C30H28N3O2)?

-40120.9043 eV